Density functional theory data (wB97M-V/def2-TZVPD) for a molecular structure, C5H10N2O at a distorted geometry.

XYZ file:
```
18
Properties=species:S:1:pos:R:3:forces:R:3:lowdin_charge:R:1
H -1.56909 0.54785 -2.36987 0.048 0.000 0.065 0.087
N 1.54311 0.81189 1.34406 -0.086 -0.089 -0.064 0.086
H 2.33457 0.20235 1.52147 -0.064 0.032 -0.026 0.078
C -0.50366 0.77607 -2.50416 -0.090 -0.004 0.079 -0.102
H -0.39856 1.76971 -2.93972 0.001 -0.056 0.066 0.073
H -1.26878 -1.84081 -0.45210 0.100 0.074 0.001 0.108
C 0.35473 0.06322 1.04646 0.213 0.125 -0.792 -0.467
H 1.77063 1.41404 0.55914 -0.034 -0.056 0.042 0.073
H -0.92279 -1.47338 1.91021 0.017 0.059 -0.061 0.079
O -0.48405 -1.55970 -0.93705 0.168 0.296 0.037 0.059
H 0.80182 -1.84251 1.95554 0.017 0.056 0.021 0.085
N 0.25092 0.71526 -1.25862 0.323 -0.377 0.965 0.038
H 0.11516 -0.64505 3.06413 0.003 0.075 -0.102 0.085
H -0.10266 0.04487 -3.21302 -0.010 0.034 0.116 0.086
C -0.76905 0.68453 0.36301 0.204 0.585 0.097 0.073
C -0.07474 -0.32737 -0.44826 -0.515 -0.500 -0.219 -0.528
C 0.06690 -1.03798 2.04699 0.013 -0.090 -0.088 -0.026
H -1.14446 1.69702 0.31178 -0.310 -0.163 -0.137 0.111
```
Forces are in eV/Å.

highest occupied orbital energy: -8.540 eV
max |F|: 1.1 eV/Å
molar mass: 114.148 g mol⁻¹



Density functional theory data (wB97M-V/def2-TZVPD) for 3 unconnected molecules or ions with the total composition C4H9NO at a distorted geometry.

XYZ file:
```
15
Properties=species:S:1:pos:R:3:forces:R:3:lowdin_charge:R:1
H -1.41411 0.91508 -1.36719 -0.063 -0.013 -0.039 0.081
H 0.60763 -1.99222 1.65928 0.019 0.031 -0.049 0.070
H 0.73564 -3.02724 0.37643 -0.114 0.050 0.064 0.075
C -0.11697 1.31417 0.22479 0.766 6.598 2.862 -0.284
H -0.99462 -1.24357 -0.07840 0.058 0.305 0.062 0.116
H -1.11551 2.63905 -1.03247 -0.056 -0.185 -0.017 0.082
O 0.45964 -1.22945 -1.45729 -0.027 0.035 0.005 -0.041
H -2.17703 1.71184 0.03430 0.052 -0.015 -0.006 0.088
H 1.42469 -1.18368 -1.49563 -0.112 -0.015 0.034 0.098
C 0.09381 -1.14631 -0.12141 1.838 1.383 1.227 -0.387
N 0.84820 -2.05991 0.67861 0.136 -0.618 -0.090 0.000
C 0.77542 0.65295 0.75957 -0.666 -6.911 -2.210 -0.010
H 0.45100 2.55517 1.15064 -1.533 -0.902 -1.943 0.143
H 1.69975 0.43511 1.24979 -0.059 0.466 0.367 0.074
C -1.27754 1.65901 -0.58103 -0.239 -0.209 -0.268 -0.104
```
Forces are in eV/Å.

highest occupied orbital energy (alpha / beta): -6.780 / -6.780 eV
max |F|: 7.3 eV/Å
molar mass: 87.122 g mol⁻¹



Density functional theory data (wB97M-V/def2-TZVPD) for 8 unconnected molecules or ions with the total composition C21H61N9O11 at a distorted geometry.

XYZ file:
```
102
Properties=species:S:1:pos:R:3:forces:R:3:lowdin_charge:R:1
H -3.63621 2.29106 3.38550 0.579 0.217 -0.004 0.105
C -3.52004 1.23814 3.12864 0.707 -0.222 1.927 -0.102
O -0.42058 0.07057 -4.97316 -0.734 0.309 -1.944 -0.001
N 3.78360 3.03296 -0.76992 0.523 4.170 0.898 0.209
C -2.90829 -1.26268 -1.46779 -0.453 1.823 -0.938 -0.040
H -3.32680 1.34009 -1.69578 0.318 -0.165 0.386 0.109
C -0.39467 1.81869 2.33245 0.586 -0.640 0.204 -0.167
C -3.53393 1.71729 -3.75259 0.978 -1.454 -0.526 -0.203
N -1.28067 0.70228 2.04731 0.484 -0.050 0.581 -0.094
H -3.94423 -1.21666 -1.13192 -0.295 -0.606 -0.414 0.079
C 1.46633 -3.31430 2.13580 1.291 -0.039 -0.373 -0.216
C -0.39297 -3.99969 3.57066 0.660 0.685 1.649 -0.200
C -2.68256 0.98990 1.81277 -0.550 -0.571 1.608 -0.174
C -0.66277 3.53789 -5.50378 -1.154 -0.089 0.405 -0.217
N -0.51745 4.55384 -2.10700 -0.249 1.369 -1.221 0.173
O 3.66776 -4.08677 2.70212 0.437 -0.067 -0.335 -0.186
H 1.05620 1.97289 3.76922 1.272 -0.165 0.129 0.122
H -1.98783 -6.79493 6.41376 0.581 0.115 -0.058 0.083
C 2.69951 -4.16277 1.66651 -1.867 0.945 -0.388 -0.212
H 2.94341 -3.85167 0.65072 1.136 0.737 0.177 0.106
C -2.18297 3.21152 -5.12853 2.624 -0.812 0.343 -0.151
H 0.09953 3.62546 -4.72962 -0.493 -0.323 0.943 0.107
H 4.39057 -5.97121 2.95704 0.291 -0.349 -0.280 0.083
H 0.30702 6.05553 -7.48761 -0.742 0.528 0.795 0.086
H 3.86025 0.75113 1.40851 -0.554 -0.009 -0.436 0.086
H -0.67648 -3.59355 4.54162 -0.108 0.178 0.206 0.112
H -0.82381 2.40400 3.14569 -0.212 0.780 -0.412 0.117
H -0.09240 -0.28025 0.84250 -0.843 0.334 0.628 0.000
O -2.89114 0.54420 4.37086 -0.870 0.929 -1.662 -0.220
O -2.78130 -0.42433 -2.71135 -1.348 -0.433 1.731 -0.217
O 1.91497 1.35673 1.87724 -0.581 0.962 0.530 -0.212
H -1.26973 -5.81807 2.82141 -0.037 0.151 -0.688 0.119
H -1.54766 1.45667 -4.32754 -0.128 -0.711 -0.197 0.052
H -0.17895 2.33139 1.39506 -0.007 0.659 0.480 0.099
H 0.63492 -3.42366 1.43945 0.234 0.104 -0.520 0.111
H -3.95866 1.20244 -4.61435 0.140 -0.315 -0.462 0.117
H 5.26679 -4.98758 1.70196 -0.108 -0.250 -0.170 0.084
H -0.31282 2.69641 -6.10173 0.062 0.160 -0.781 0.110
H -2.83408 1.86043 1.17456 0.027 -0.253 -0.298 0.119
H -2.41586 -0.77268 -0.62785 0.746 -0.010 -0.182 0.057
C -3.60273 0.76317 -2.57847 0.471 0.187 -0.099 -0.225
C 3.12516 0.76944 2.21313 0.887 -0.972 0.973 -0.120
H 3.66471 1.22404 3.04399 -0.259 0.587 0.300 0.089
H 2.90761 -0.24077 2.55990 0.361 -0.464 -0.209 0.084
H -2.70679 4.14503 -4.92294 0.004 -0.138 0.489 0.111
H -1.26981 0.29243 2.97035 -0.296 -1.157 -0.029 0.089
H 1.31722 5.30241 -6.22409 -0.021 0.165 0.387 0.086
H 1.64642 -4.59093 3.57439 -0.624 -0.325 0.804 0.086
C -0.73564 -5.43542 3.69114 -1.488 -1.433 -1.639 -0.241
H -3.52161 -0.22136 6.23150 0.223 -0.707 -0.695 0.079
N 0.00642 -0.40705 -2.90015 -0.652 -1.445 4.407 0.212
H -0.83100 2.23951 -2.04922 -0.316 -0.350 -0.023 0.066
H -4.70199 0.74879 5.42069 -0.050 0.205 -0.134 0.079
N 1.04556 -3.79295 3.42505 -0.120 0.533 -0.448 -0.061
H 0.19312 -5.99973 3.60708 0.097 -0.537 1.394 0.120
N -0.41407 2.56365 -1.18829 -0.750 -2.939 -0.265 0.182
N 4.98810 1.44284 -1.58327 5.756 -0.904 -2.308 0.174
C 4.78407 -4.99342 2.67923 -0.974 0.089 -0.450 -0.080
N 1.63701 0.30280 -4.17264 3.257 0.968 -1.319 0.197
C 0.41037 5.20004 -6.82011 0.807 -1.187 -1.185 -0.129
H -4.56025 0.92891 3.02644 0.086 -0.645 -0.101 0.104
H 5.68433 2.11393 -1.87480 0.210 0.006 0.243 0.110
H -2.96417 -7.18180 5.05005 -0.517 0.435 -0.121 0.073
H -3.02256 0.04464 1.38970 -0.633 0.397 -0.385 0.098
H 3.37175 -0.48031 -0.77603 -0.214 0.436 -0.252 -0.029
H 0.68797 -0.48534 -2.15890 -0.332 -0.215 0.188 0.097
H -0.51730 5.55817 -2.00016 0.268 -0.350 -0.052 0.115
H 2.25989 0.31223 -3.37764 0.185 0.125 -0.300 0.085
H -2.53675 -2.27317 -1.63801 -0.097 0.272 -0.186 0.095
H 1.88411 0.46564 -5.13832 0.624 0.219 0.471 0.123
H 2.92472 3.24741 -0.28367 -0.076 0.711 0.079 0.097
C 3.79025 1.92462 -1.41037 0.321 -1.326 1.971 -0.802
H 5.55988 -4.73400 3.39959 -0.439 0.491 0.194 0.082
O -0.71771 4.79464 -6.11238 -0.680 1.224 -0.765 -0.197
H 0.62211 4.44056 -7.57274 0.363 -0.536 -0.057 0.081
H -1.27431 4.12418 -2.61950 -0.014 0.222 -0.057 0.076
O 3.20997 -1.37475 -0.47597 0.614 -0.703 0.042 -0.055
H -4.67244 0.57025 -2.49728 -0.119 -0.809 0.263 0.116
H 1.37120 -0.09781 0.50120 0.042 0.763 0.253 0.001
O 0.67143 -0.75088 0.50889 0.298 -0.711 -0.905 -0.058
H 1.74645 -2.26180 2.17913 -0.018 0.055 -0.128 0.079
H -0.93453 -0.75294 -2.77739 0.181 0.401 -0.086 0.081
H 2.23231 -5.11042 1.39860 0.489 -1.132 0.985 0.113
H 0.01555 1.85352 -0.61275 0.321 0.166 -0.331 0.084
C -1.96330 -6.84933 5.32539 -0.710 -0.313 -0.921 -0.102
H 5.25216 0.54031 -1.95181 -1.016 -0.052 -0.064 0.125
H 0.84530 0.25276 3.28876 0.038 -0.143 0.079 0.126
O -1.67421 -5.58920 4.73371 0.430 -0.356 1.492 -0.180
H -1.03424 -3.44120 2.88877 0.497 -0.055 -0.553 0.121
C 0.13050 3.76741 -1.23371 -0.402 0.754 1.401 -0.716
O 2.85388 1.20690 -1.41852 -5.094 -3.244 -1.537 0.037
H -3.31712 1.39293 6.33492 0.312 0.967 -0.748 0.077
H -2.60814 2.77617 -6.03285 -0.234 0.054 -0.196 0.112
H -1.41009 -7.70251 4.93278 0.916 0.279 0.274 0.083
H 4.72049 3.31712 -0.52172 -0.788 0.778 0.616 0.124
O 0.96373 4.11596 -0.42010 1.210 0.862 0.376 0.016
C -3.62991 0.65657 5.59462 -0.384 -0.434 0.005 -0.125
C 0.38803 -0.01165 -4.05864 -1.940 -0.062 -1.351 -0.793
H -4.32373 2.43942 -3.54559 0.655 0.875 0.176 0.121
C 0.94117 1.27963 2.93599 -0.962 1.014 -1.647 -0.154
N -2.16190 2.20214 -4.03246 -1.802 2.170 0.364 -0.048
H 2.33688 -1.34247 -0.08494 -0.240 -0.384 -0.009 -0.022
```
Forces are in eV/Å.

highest occupied orbital energy: -7.934 eV
max |F|: 6.3 eV/Å
molar mass: 615.771 g mol⁻¹



Density functional theory data (wB97M-V/def2-TZVPD) for C24H30FN3O4 in the gas phase.

XYZ file:
```
62
Properties=species:S:1:pos:R:3:forces:R:3:lowdin_charge:R:1
H 3.60265 2.48841 -1.97591 -0.114 -0.069 -0.008 0.126
F -1.00667 3.90634 -0.36374 0.029 -0.041 0.051 0.052
H 3.99548 -3.33343 1.48735 -0.100 -0.014 -0.147 0.122
H 2.01914 -2.11318 2.43905 -0.012 -0.087 0.078 0.123
O -2.33353 -0.18733 -1.32821 0.179 -0.315 0.324 -0.084
H 0.80795 2.23452 -1.38026 0.076 0.061 -0.040 0.104
C 1.95902 -2.65425 1.48883 0.199 0.006 -0.116 -0.128
O -2.73484 -1.80707 0.97691 0.170 0.146 0.077 -0.060
C -1.26401 -0.82027 -0.74390 -0.207 0.036 0.009 -0.187
H 0.85365 3.81773 1.38209 0.045 -0.131 0.076 0.137
C 2.96713 1.82560 -1.38184 -0.004 -0.078 -0.245 -0.097
H -2.94617 0.20320 2.68854 -0.032 -0.073 0.041 0.109
C -2.16791 0.49876 -2.54984 0.025 0.071 -0.374 -0.246
C 2.81628 1.48822 0.91241 -0.039 0.123 -0.073 -0.498
H -4.41096 1.37740 1.08225 -0.105 -0.039 -0.018 0.109
H 0.26476 -0.19852 -2.10803 -0.037 0.063 -0.122 0.102
H -1.30146 1.17063 -2.50617 -0.082 -0.004 0.051 0.108
C 1.71421 2.53102 -0.84723 -0.107 0.188 -0.106 -0.103
H -3.06846 1.11451 -2.63144 0.163 0.012 0.001 0.124
H -1.98744 0.14642 -4.66435 0.017 0.043 -0.127 0.078
C 3.35466 -2.69118 0.87036 -0.071 -0.251 0.032 -0.168
H -1.21208 -1.09385 -3.66808 0.065 -0.056 -0.056 0.070
C -1.50200 2.92637 0.43513 -0.131 -0.184 0.160 -0.228
H -4.69169 -3.52497 1.26246 -0.022 -0.114 0.039 0.077
C -1.51146 -1.57962 0.41521 0.141 -0.146 -0.055 -0.205
C -4.99256 -2.52124 0.97444 0.445 0.134 -0.153 -0.060
N 1.65697 2.09512 0.53021 -0.076 0.036 -0.120 -0.021
C 0.04250 -0.73792 -1.20082 -0.153 0.088 -0.109 -0.010
C -3.36272 1.62574 1.14641 0.060 0.037 0.039 -0.076
O 4.62892 -1.49381 -1.36086 0.001 -0.123 -0.378 0.052
H 1.80296 3.62432 -0.90213 -0.006 -0.088 -0.008 0.128
H 2.71374 0.94928 -1.99086 -0.002 0.062 0.013 0.119
H 3.76817 -0.74096 1.57193 0.070 0.085 -0.139 0.112
O 3.07192 1.07114 2.02915 0.172 -0.100 0.526 0.055
H -0.56286 0.79498 2.84327 0.102 -0.061 0.107 0.124
H 5.38243 0.78190 0.74056 0.012 -0.002 -0.099 0.134
H 1.15230 2.43370 2.47469 -0.076 0.101 -0.096 0.129
C 0.87299 -2.01881 0.65735 -0.050 0.007 0.026 -0.209
C -1.20268 1.30574 2.14015 -0.076 0.121 -0.067 -0.015
H -5.18306 -1.94652 1.87669 -0.079 0.053 0.113 0.073
H -2.96904 -1.05195 -3.80944 -0.074 -0.054 -0.039 0.079
C -0.43914 -2.13488 1.09776 -0.147 0.155 -0.187 0.041
H -3.68504 -2.43926 -0.74669 0.022 0.113 0.058 0.131
C -2.54323 0.97449 2.05210 -0.060 -0.037 0.129 -0.078
C -0.65671 2.30339 1.34394 0.016 0.218 -0.152 -0.128
H -5.90510 -2.57673 0.38763 -0.119 -0.003 -0.045 0.075
H -3.45231 3.12733 -0.39783 -0.052 0.074 -0.078 0.120
H 5.45332 0.92015 -1.04128 -0.040 -0.105 0.106 0.133
N 3.94333 -1.37294 0.79643 -0.178 -0.163 0.396 0.073
H -4.19418 -0.84738 -0.13776 0.073 -0.196 0.008 0.105
H 1.66145 -3.67994 1.72105 0.041 0.022 0.071 0.120
C 0.78224 2.72542 1.48845 0.006 -0.019 0.079 -0.079
C 4.47652 -0.87093 -0.32746 0.337 0.491 0.146 -0.498
C -2.07426 -0.43697 -3.75178 0.001 0.117 0.407 -0.055
H 2.07993 -1.26025 -0.94914 0.183 -0.004 -0.069 0.093
C -3.89220 -1.85710 0.15990 -0.597 -0.102 -0.148 -0.249
C 1.09451 -1.33373 -0.52333 0.013 -0.037 0.068 -0.024
C -2.84013 2.60485 0.32063 0.126 0.154 -0.068 -0.012
H -0.66386 -2.68556 1.99880 -0.063 -0.097 0.132 0.132
C 4.83836 0.61552 -0.19278 -0.033 -0.159 0.102 -0.043
H 3.33351 -3.10148 -0.14239 0.026 -0.003 0.118 0.124
N 3.64677 1.42981 -0.16860 0.132 0.138 -0.139 -0.033
```
Forces are in eV/Å.

highest occupied orbital energy: -8.005 eV
max |F|: 0.6 eV/Å
molar mass: 443.519 g mol⁻¹



Here are the calculated relative energy (zero: lowest compared OMol25 entry of this formula, charge and spin) numbers, same order: 4.395; 7.000; 3.756; 0.000 (eV).